# C36H55AsHgNO9

A molecular structure, C36H55AsHgNO9 (ωB97M-V with the def2-TZVPD basis set, the OMol25 dataset).

XYZ file:
```
103
Properties=species:S:1:pos:R:3:forces:R:3
Hg 1.62614 -0.57286 0.10437 0.16 -0.33 -0.07
C -4.74928 2.47511 -3.64705 0.04 0.00 0.03
C -4.49503 1.38885 -2.58957 -0.01 -0.01 -0.06
C -5.21219 0.09689 -3.01960 0.02 0.03 0.00
C -5.11184 1.87068 -1.27613 0.02 0.01 0.00
C -3.00069 1.09496 -2.45035 0.03 -0.07 0.17
C -2.38516 0.97407 -1.22720 -0.08 0.13 -0.12
C -1.02208 0.59885 -1.10716 0.23 0.03 0.42
N -0.38295 0.39977 0.04992 -0.46 -0.10 -0.35
C -0.89181 0.34886 1.33080 -0.07 0.23 0.27
C -2.15410 -0.12500 1.69966 0.24 -0.03 -0.18
C -2.55699 -0.17852 3.02522 -0.08 -0.01 0.05
C -1.67502 0.32309 3.98680 0.00 -0.04 0.02
C -0.38836 0.75362 3.69468 0.06 -0.02 -0.01
C 0.08570 0.68645 2.34735 -0.16 0.11 -0.04
O 1.30302 0.93751 2.01518 0.05 -0.10 -0.10
C 0.55116 1.24637 4.80194 0.06 0.00 -0.12
C 1.01895 2.67509 4.47221 0.01 -0.06 -0.02
C 1.77303 0.31646 4.90301 -0.06 0.00 -0.05
C -0.12985 1.28017 6.17079 0.00 0.00 0.03
C -3.87078 -0.87476 3.39343 0.05 -0.01 -0.05
C -4.18480 -0.76178 4.88594 0.02 -0.01 0.00
C -3.75328 -2.36872 3.04134 0.01 0.04 0.04
C -5.04600 -0.26997 2.61303 0.01 0.00 0.00
C -0.19222 0.51258 -2.31863 0.07 -0.10 0.08
O 1.05947 0.37656 -2.23508 0.02 0.08 -0.03
C -0.87773 0.58370 -3.58359 -0.16 0.03 -0.17
C -2.22944 0.84454 -3.60960 0.03 -0.04 -0.05
C -0.07230 0.42073 -4.87618 0.08 0.04 0.06
C 0.71103 -0.90280 -4.86385 -0.05 0.00 0.04
C 0.89727 1.61148 -4.99536 -0.02 -0.05 0.03
C -0.96054 0.41528 -6.12254 -0.01 0.02 0.01
H -5.82162 2.68700 -3.72263 0.03 0.00 0.00
H -4.39744 2.17135 -4.63456 -0.01 0.02 0.03
H -4.23059 3.39812 -3.37331 -0.03 -0.03 -0.03
H -6.29310 0.26111 -3.11402 0.06 -0.01 -0.01
H -5.03656 -0.69167 -2.28380 -0.03 0.03 -0.03
H -4.82674 -0.25475 -3.98008 -0.03 0.00 0.03
H -6.17410 2.08775 -1.42580 0.02 0.00 0.01
H -4.61759 2.78059 -0.92453 -0.04 -0.05 0.01
H -5.03154 1.11573 -0.49265 -0.01 0.02 0.01
H -2.92238 1.20752 -0.32060 0.01 -0.11 0.07
H -2.77274 -0.55860 0.92302 -0.06 0.06 -0.04
H -1.99385 0.33924 5.02141 0.01 -0.01 -0.10
H 1.54302 2.67770 3.51637 -0.02 0.01 0.01
H 1.69056 3.05494 5.25371 -0.04 -0.04 -0.03
H 0.15577 3.34461 4.40117 0.04 -0.01 0.02
H 2.29170 0.29787 3.94524 0.00 0.01 0.02
H 1.45225 -0.70270 5.14116 0.04 0.05 0.00
H 2.45915 0.66589 5.68594 -0.04 -0.01 -0.02
H -0.99978 1.94521 6.17091 0.03 -0.05 0.02
H 0.58326 1.65320 6.91287 -0.02 -0.01 0.00
H -0.45073 0.28196 6.48377 0.01 0.07 0.01
H -3.39432 -1.21690 5.48773 -0.06 0.03 0.00
H -5.12007 -1.28607 5.10515 0.00 0.02 0.00
H -4.29624 0.28313 5.19065 0.02 -0.04 0.01
H -2.91862 -2.82006 3.58336 -0.05 0.01 -0.02
H -3.55292 -2.50313 1.97697 -0.02 0.00 0.03
H -4.67703 -2.90418 3.29663 0.04 0.02 -0.02
H -5.12994 0.80235 2.81120 0.00 -0.04 0.00
H -5.98815 -0.75483 2.89576 0.03 0.01 -0.02
H -4.90965 -0.40377 1.53873 -0.01 0.03 0.00
H -2.73513 0.87077 -4.56803 0.03 0.02 0.04
H 1.36955 -0.94872 -3.99926 0.01 -0.02 0.00
H 1.30238 -1.00159 -5.78228 -0.02 0.02 0.02
H 0.01813 -1.74730 -4.80307 0.04 0.03 0.00
H 1.52373 1.66719 -4.10476 -0.09 0.02 -0.08
H 0.32916 2.54353 -5.07773 0.03 -0.02 -0.02
H 1.53514 1.51148 -5.88342 -0.04 -0.01 0.05
H -1.69658 -0.39350 -6.08480 0.03 0.04 -0.02
H -0.33271 0.26223 -7.00553 -0.02 0.01 0.01
H -1.48909 1.36542 -6.24651 0.00 -0.05 -0.01
O 6.24514 0.17615 2.66241 0.09 -0.09 0.02
C 5.16948 -0.22979 1.93082 0.01 0.02 -0.10
O 4.31848 0.52881 1.57420 0.01 -0.02 0.01
C 5.24902 -1.71305 1.60851 -0.27 -0.08 -0.02
O 3.99675 -2.29369 1.46685 0.01 0.06 0.06
C 3.36384 -2.51601 2.72774 -0.07 0.11 0.06
C 1.88815 -2.92718 2.54872 0.00 0.02 -0.20
O 1.52862 -3.91922 3.20308 -0.04 0.24 -0.03
O 1.20192 -2.18981 1.78986 0.01 -0.35 0.22
H 6.12695 1.12593 2.79241 -0.04 0.13 -0.01
H 5.85259 -2.20129 2.37929 0.09 -0.08 0.04
H 5.76076 -1.80685 0.64706 0.08 0.04 0.01
H 3.37822 -1.58884 3.31853 0.00 -0.02 -0.01
H 3.88194 -3.30454 3.28060 0.12 -0.02 -0.06
O 0.16367 -2.61732 -1.53641 0.33 0.02 0.06
C 1.35318 -2.85463 -1.72006 0.02 0.35 0.01
O 2.38043 -2.22957 -1.26007 -0.45 -0.11 0.09
H 1.62089 -3.69579 -2.39470 0.11 -0.09 0.00
C 4.48310 0.99203 -3.70770 -0.20 0.00 0.03
As 4.46557 -0.15968 -2.10011 0.40 0.13 -0.10
C 6.39818 0.17005 -1.72663 -0.05 0.01 0.08
C 4.79522 -1.85133 -3.04160 -0.09 -0.09 0.02
H 5.10467 0.56712 -4.49918 0.03 -0.02 0.05
H 4.87348 1.97375 -3.43368 -0.03 0.00 0.01
H 3.46129 1.11373 -4.06994 0.15 -0.05 0.01
H 6.99769 0.04618 -2.63235 -0.02 -0.01 0.01
H 6.76546 -0.52196 -0.96415 -0.02 0.04 -0.05
H 6.52686 1.18801 -1.35097 -0.02 -0.04 0.00
H 5.69286 -1.79079 -3.66291 -0.02 0.06 0.01
H 3.92929 -2.09344 -3.65923 0.01 0.03 0.06
H 4.89839 -2.64235 -2.29859 -0.03 0.02 -0.03
```
Positions in Å, forces in eV/Å.

Calculated values
net charge: -2
expectation value of S²: 0.783
LUMO level (alpha / beta): 4.2 / 4.2 eV
HOMO-LUMO gap (alpha / beta): 0.186 / 0.204 Ha
multiplicity: 2

# C36H55BiN6S2

A molecular structure, C36H55BiN6S2 (ωB97M-V with the def2-TZVPD basis set, the OMol25 dataset).

XYZ file:
```
100
Properties=species:S:1:pos:R:3:forces:R:3
Bi -0.27392 -0.39090 -0.01029 -0.38 0.21 0.00
N 1.43185 0.83423 1.46170 -0.16 -0.04 0.02
C 0.84901 1.43552 2.67784 -0.06 0.01 -0.04
C -0.23235 2.40475 2.25142 0.02 -0.05 -0.09
N -1.24258 1.65385 1.48626 0.12 -0.10 0.29
H 2.12374 0.13777 1.71293 0.02 0.01 0.02
H 1.91663 1.54971 0.92472 0.01 0.01 0.01
H 1.60884 1.93720 3.27876 0.01 0.03 -0.02
H 0.41597 0.63155 3.27574 0.04 0.00 0.02
H 0.19397 3.16710 1.59430 -0.02 0.01 0.01
H -0.65690 2.91079 3.11913 0.00 0.00 0.01
H -1.79086 2.27702 0.90372 -0.02 -0.01 -0.04
H -1.88996 1.20118 2.12884 -0.03 0.09 0.03
C 2.58577 -0.16000 -5.00696 -0.02 -0.02 0.03
C 1.59761 -1.01728 -4.20210 0.01 0.04 -0.01
C 0.80384 -1.91064 -5.16788 0.01 0.07 0.05
C 2.35619 -1.82573 -3.15150 -0.08 0.04 -0.06
C 3.07078 -2.93193 -3.61263 -0.02 -0.01 0.02
C 3.81410 -3.72541 -2.76762 -0.04 0.04 -0.01
C 3.88338 -3.39240 -1.42859 0.04 0.00 0.00
C 3.22495 -2.28469 -0.90799 0.07 0.00 0.08
C 3.50471 -2.00016 0.56201 -0.07 0.03 -0.02
C 2.32560 -2.36970 1.47252 0.08 0.04 -0.04
C 4.15460 -0.62674 0.78956 0.03 -0.08 -0.07
C 2.43570 -1.50565 -1.78179 0.00 -0.08 0.03
N 1.68375 -0.35701 -1.28881 0.09 0.00 -0.21
C 2.01366 0.81631 -1.71107 0.12 -0.09 0.06
C 1.30210 2.05652 -1.49051 -0.09 0.18 -0.01
C 2.09595 3.22524 -1.49927 0.03 -0.16 0.02
C 1.54748 4.47445 -1.36115 -0.09 0.08 0.01
C 0.15709 4.58916 -1.25760 0.11 0.01 0.05
C -0.64986 3.47369 -1.30067 -0.03 -0.05 0.05
C -0.11459 2.18072 -1.41218 0.00 0.08 0.07
N -0.94832 1.07038 -1.45196 0.35 -0.17 -0.12
C -2.21481 1.15471 -2.13567 -0.13 0.13 0.17
C -3.42610 0.75225 -1.52726 0.00 0.02 0.10
C -4.61550 0.85994 -2.24554 -0.01 0.02 -0.01
C -4.65511 1.39366 -3.51532 0.03 0.00 0.03
C -3.47162 1.80834 -4.09231 -0.02 -0.02 -0.05
C -2.24607 1.68124 -3.44891 0.02 -0.01 -0.08
C -1.03189 2.11981 -4.26058 0.03 0.01 0.02
C -0.97528 1.35858 -5.58737 0.02 -0.01 0.02
C -1.04309 3.62773 -4.53852 -0.01 0.00 0.01
C -3.60028 0.27508 -0.08925 0.15 -0.15 -0.06
C -4.45542 1.25403 0.72297 -0.01 -0.02 -0.04
C -4.17740 -1.14087 0.00410 0.05 0.07 0.05
H 2.05312 0.46256 -5.72500 0.00 0.01 -0.02
H 3.27535 -0.79871 -5.56118 0.00 0.00 0.01
H 3.18711 0.48964 -4.36899 0.00 0.00 -0.03
H 0.88657 -0.33905 -3.71425 0.00 -0.04 0.04
H 1.45124 -2.60128 -5.70276 0.02 -0.02 -0.01
H 0.31724 -1.30014 -5.92502 -0.05 0.06 0.01
H 0.03528 -2.50578 -4.66977 0.01 0.00 0.03
H 3.04888 -3.17067 -4.66511 -0.01 -0.01 -0.03
H 4.34954 -4.58353 -3.15082 0.01 0.01 0.01
H 4.49378 -3.99019 -0.76357 0.00 0.00 0.00
H 4.28300 -2.71208 0.83635 0.01 -0.02 0.02
H 1.36713 -1.95256 1.15702 0.05 0.00 0.09
H 2.50463 -2.06512 2.50704 -0.03 0.02 -0.02
H 2.19028 -3.45155 1.47092 -0.03 0.00 -0.01
H 3.63174 0.19109 0.29766 0.02 0.00 0.02
H 5.16599 -0.63854 0.38318 -0.01 0.02 -0.01
H 4.24231 -0.40400 1.85566 0.01 0.00 0.01
H 2.95373 0.89696 -2.25878 -0.04 0.01 -0.02
H 3.16930 3.11691 -1.61286 -0.01 0.01 -0.02
H 2.17443 5.35452 -1.35960 0.00 0.00 0.02
H -0.29249 5.56913 -1.15662 -0.01 -0.01 -0.01
H -1.72904 3.57679 -1.27109 0.02 0.02 0.00
H -5.54067 0.55456 -1.77403 0.00 -0.02 -0.01
H -5.59307 1.49291 -4.04430 0.01 -0.01 0.00
H -3.49404 2.22652 -5.08988 0.00 0.02 0.00
H -0.11577 1.88546 -3.71837 -0.04 -0.05 0.02
H -1.76263 1.68244 -6.26801 0.01 -0.01 0.00
H -1.09892 0.28942 -5.42598 0.02 -0.09 -0.03
H -0.02170 1.53652 -6.08607 0.00 0.00 -0.02
H -1.88147 3.89359 -5.18370 0.00 -0.01 -0.01
H -0.12597 3.92259 -5.05091 -0.01 0.01 -0.01
H -1.12856 4.21643 -3.62622 0.00 -0.02 -0.10
H -2.63852 0.25263 0.42368 0.03 -0.07 -0.12
H -5.49712 1.20954 0.40387 0.00 0.04 0.01
H -4.11929 2.28472 0.59619 -0.01 0.02 0.01
H -4.42388 0.99840 1.78462 -0.02 0.00 -0.01
H -5.13982 -1.20933 -0.49979 -0.03 -0.01 -0.01
H -4.31810 -1.41628 1.05056 0.01 -0.01 -0.02
H -3.51406 -1.88136 -0.44761 0.02 -0.02 -0.05
S -1.49870 -1.42408 2.87235 -0.07 0.14 -0.03
C -1.73690 -2.89787 3.62814 0.00 -0.15 0.08
N -2.82755 -3.25088 4.28748 -0.02 0.02 0.03
C -2.92933 -4.63510 4.74720 0.03 -0.03 0.02
C -1.49229 -5.13496 4.86677 0.02 0.02 -0.04
S -0.54906 -4.16413 3.64530 0.00 0.01 -0.04
H -3.61180 -2.61732 4.33386 0.02 0.02 -0.02
H -3.49548 -5.22235 4.02179 0.00 0.02 -0.03
H -3.44394 -4.67329 5.70477 0.00 0.01 0.00
H -1.40524 -6.19120 4.62980 -0.01 -0.01 0.02
H -1.07163 -4.94809 5.85207 -0.01 0.01 0.01
N -0.94620 -1.99839 -1.90480 -0.06 0.07 0.13
H -1.70689 -1.55775 -2.41972 0.02 -0.03 -0.06
H -1.25576 -2.91896 -1.60838 -0.03 -0.02 -0.05
H -0.16430 -2.12805 -2.54169 -0.01 -0.02 -0.04
```
Positions in Å, forces in eV/Å.

Calculated values
net charge: +2
LUMO level: -5.7 eV
relative energy (zero: lowest compared OMol25 entry of this formula, charge and spin): 0.0 kcal/mol
HOMO-LUMO gap: 0.264 Ha

> Among the records above, which one has the highest net charge?

C36H55BiN6S2